Density functional theory data (the ωB97M-V functional and the def2-TZVPD basis) for C23H30IrNO8 as an isolated structure in a non-equilibrium geometry.

Cartesian coordinates (Å):
C (-3.742, -6.186, 0.427)
C (-3.679, -4.724, -0.126)
C (-2.298, -6.652, 0.661)
C (-1.342, -5.662, -0.090)
H (-2.173, -7.663, 0.263)
H (-2.097, -6.704, 1.738)
C (-2.396, -4.673, -0.914)
H (-3.660, -4.072, 0.757)
H (-4.578, -4.499, -0.727)
C (-2.059, -3.354, -1.690)
H (-2.578, -5.377, -1.755)
H (-0.857, -6.219, -0.920)
C (-0.244, -5.256, 0.800)
C (-4.626, -6.250, 1.679)
C (-4.468, -7.186, -0.488)
O (-4.172, -8.367, -0.572)
O (-4.568, -5.427, 2.583)
O (-5.491, -7.279, 1.689)
O (-5.499, -6.663, -1.167)
C (-6.233, -7.669, -1.876)
H (-7.046, -7.130, -2.352)
H (-6.604, -8.416, -1.169)
H (-5.585, -8.159, -2.608)
C (-6.333, -7.309, 2.847)
H (-5.719, -7.317, 3.756)
H (-6.920, -8.224, 2.752)
H (-6.982, -6.423, 2.855)
O (-2.194, -2.010, -1.147)
H (-2.744, -3.290, -2.555)
H (-1.057, -3.494, -2.146)
C (1.087, -4.982, 0.224)
C (-0.549, -4.840, 2.176)
H (-0.494, -5.662, 2.908)
H (-1.569, -4.442, 2.231)
H (0.150, -4.069, 2.511)
H (1.448, -3.995, 0.551)
H (1.047, -4.987, -0.874)
H (1.847, -5.714, 0.544)
Ir (-0.793, -0.841, -0.499)
C (1.375, -0.790, -0.883)
C (0.853, -1.837, -1.691)
C (-0.103, -1.259, -2.601)
H (1.140, -2.889, -1.645)
C (-0.162, 0.150, -2.369)
C (0.756, 0.441, -1.301)
H (0.989, 1.433, -0.920)
H (2.131, -0.893, -0.105)
H (-0.697, -1.797, -3.336)
H (-0.784, 0.859, -2.904)
C (-0.133, -0.225, 1.520)
C (-0.898, 0.799, 0.852)
C (-2.237, 0.311, 0.668)
H (-0.534, 1.791, 0.583)
C (-2.287, -1.017, 1.228)
C (-1.010, -1.313, 1.808)
H (-0.787, -2.195, 2.392)
H (0.911, -0.136, 1.799)
H (-3.053, 0.856, 0.196)
H (-3.156, -1.658, 1.267)
O (1.203, 3.372, 0.011)
N (2.262, 3.136, 0.673)
O (3.053, 4.054, 0.966)
O (2.502, 1.937, 1.032)

Forces on atoms 1 to 3 (eV/Å):
-1.311 -0.281 -0.473
-0.454 -0.369 0.817
0.091 0.162 -0.157

Values from the calculation:
molecular weight = 640.7 g/mol
total charge = -1
HOMO level (alpha / beta) = -0.0877 / -0.1853 hartree
spin multiplicity = 6
LUMO (alpha / beta) = 2.029 / 1.427 eV
expectation value of S² = 8.772
Kohn-Sham gap (alpha / beta) = 0.162 / 0.238 hartree

Löwdin population analysis, charges in e, atoms 1 to 6: C -0.228; C -0.067; C -0.044; C -0.189; H 0.121; H 0.117